{
  "formula": "C50H140N16O14",
  "method": "ωB97M-V/def2-TZVPD",
  "symbols": ["C", "O", "N", "N", "H", "H", "H", "H", "C", "O", "N", "N", "H", "H", "H", "H", "C", "C", "C", "O", "C", "N", "H", "H", "H", "H", "H", "H", "H", "H", "H", "H", "H", "C", "C", "C", "O", "C", "N", "H", "H", "H", "H", "H", "H", "H", "H", "H", "H", "H", "C", "C", "C", "O", "C", "N", "H", "H", "H", "H", "H", "H", "H", "H", "H", "H", "H", "C", "C", "C", "O", "C", "N", "H", "H", "H", "H", "H", "H", "H", "H", "H", "H", "H", "C", "C", "C", "O", "C", "N", "H", "H", "H", "H", "H", "H", "H", "H", "H", "H", "H", "C", "C", "C", "O", "C", "N", "H", "H", "H", "H", "H", "H", "H", "H", "H", "H", "H", "C", "C", "C", "O", "C", "N", "H", "H", "H", "H", "H", "H", "H", "H", "H", "H", "H", "C", "C", "C", "O", "C", "N", "H", "H", "H", "H", "H", "H", "H", "H", "H", "H", "H", "C", "C", "C", "O", "C", "N", "H", "H", "H", "H", "H", "H", "H", "H", "H", "H", "H", "C", "C", "C", "O", "C", "N", "H", "H", "H", "H", "H", "H", "H", "H", "H", "H", "H", "C", "C", "C", "O", "C", "N", "H", "H", "H", "H", "H", "H", "H", "H", "H", "H", "H", "C", "C", "C", "O", "C", "N", "H", "H", "H", "H", "H", "H", "H", "H", "H", "H", "H"],
  "xyz": [[-5.39516, -1.90358, 1.17200], [-6.54642, -2.08847, 1.52842], [-4.81799, -0.79886, 0.66290], [-4.47548, -2.75229, 1.46029], [-3.82860, -0.75217, 0.46536], [-5.40926, -0.05086, 0.32974], [-3.49292, -2.54692, 1.34849], [-4.73902, -3.57090, 1.98994], [-1.27375, -0.50054, -0.67991], [-2.26473, -0.93784, -0.08854], [-0.37774, -1.27703, -1.21516], [-1.03486, 0.76208, -0.85422], [-0.39195, -2.27494, -1.05996], [0.42553, -0.90107, -1.69840], [-1.85055, 1.34723, -0.74305], [-0.12293, 0.95561, -1.24284], [-5.93690, 2.53654, 3.89659], [-6.63993, 3.86068, 3.65846], [-5.72817, 4.92484, 2.98197], [-4.45016, 4.90960, 3.57606], [-3.52310, 5.49047, 2.63860], [-7.87708, 3.59965, 2.98604], [-4.87745, 2.61524, 4.14046], [-5.89073, 2.05743, 2.91863], [-6.47110, 1.77804, 4.46878], [-6.89356, 4.28913, 4.62810], [-6.12125, 5.93960, 3.04400], [-5.69868, 4.73776, 1.90855], [-3.75766, 6.52186, 2.37534], [-3.57732, 4.80428, 1.79343], [-2.45231, 5.46874, 2.84117], [-8.34686, 2.96244, 3.61324], [-7.55761, 2.98823, 2.24834], [7.24553, 3.22479, -0.87798], [6.77626, 3.86965, 0.47222], [5.37936, 3.51542, 1.02667], [4.40691, 3.98014, 0.10581], [3.07759, 4.02813, 0.69420], [7.84779, 3.60696, 1.44181], [8.29220, 3.49462, -1.01860], [6.62431, 3.58078, -1.69984], [7.25990, 2.13540, -0.91152], [6.65451, 4.93280, 0.26486], [5.24203, 4.00738, 1.98959], [5.31757, 2.43378, 1.14639], [2.76615, 3.14283, 1.24858], [2.32940, 4.34118, -0.03403], [3.01492, 4.81663, 1.44416], [8.75651, 3.83609, 1.06523], [7.89734, 2.61645, 1.63294], [-5.84170, -2.08513, -2.69103], [-4.52194, -2.18053, -3.46748], [-4.11813, -3.67347, -3.79122], [-4.33754, -4.65873, -2.73020], [-3.25866, -4.57394, -1.77633], [-4.73112, -1.54417, -4.74336], [-5.57874, -1.53451, -1.78783], [-6.03682, -3.06840, -2.26300], [-6.73915, -1.61208, -3.08966], [-3.73852, -1.70433, -2.87791], [-3.12354, -3.67330, -4.23719], [-4.79292, -4.02246, -4.57286], [-3.10094, -3.57648, -1.36609], [-2.29414, -4.82852, -2.21565], [-3.37678, -5.15132, -0.85940], [-3.95685, -1.39953, -5.37557], [-4.90906, -0.57335, -4.52901], [3.50994, -3.62099, 3.23440], [3.90765, -2.14021, 2.81236], [2.73281, -1.17794, 2.93872], [3.13162, 0.15315, 2.43880], [3.69251, 1.04388, 3.41847], [5.12148, -1.71616, 3.52591], [4.29129, -4.38006, 3.27190], [2.80175, -4.08228, 2.54609], [2.96086, -3.53761, 4.17231], [4.20978, -2.26054, 1.77201], [2.31066, -1.01479, 3.93032], [1.92214, -1.50227, 2.28625], [4.43624, 0.58862, 4.07246], [2.91536, 1.56061, 3.98160], [4.19205, 1.81991, 2.83853], [5.36447, -0.80174, 3.17252], [4.96721, -1.59671, 4.51689], [-0.62917, -4.49258, 3.14860], [-0.61522, -4.02059, 1.73984], [0.20844, -4.76352, 0.66839], [-0.14499, -4.16764, -0.61578], [0.20963, -5.01095, -1.67065], [-2.02111, -4.16865, 1.35640], [-0.51830, -5.56984, 3.27237], [-1.56083, -4.38897, 3.70480], [0.15537, -4.01633, 3.73663], [-0.50147, -2.95062, 1.56573], [0.15962, -5.84480, 0.79697], [1.26330, -4.55070, 0.84182], [1.23940, -5.36523, -1.62423], [0.07312, -4.62302, -2.68009], [-0.49345, -5.84161, -1.60913], [-1.93581, -3.87609, 0.39347], [-2.37248, -5.11508, 1.32630], [2.60602, 6.27417, 5.17590], [1.13762, 6.28070, 5.71922], [0.05418, 6.36865, 4.58117], [0.19742, 5.44711, 3.49581], [-0.10881, 4.14180, 3.69879], [1.12022, 4.96403, 6.41487], [2.81119, 5.50617, 4.43013], [3.33735, 6.07059, 5.95809], [2.94556, 7.24446, 4.81347], [0.92200, 7.11627, 6.38513], [0.12180, 7.36131, 4.13603], [-0.93497, 6.10692, 4.95691], [0.00293, 3.41476, 2.89441], [-1.16514, 4.02860, 3.94259], [0.54131, 3.65337, 4.42465], [1.98892, 4.81928, 6.90935], [0.40300, 4.77959, 7.10165], [-0.91417, -0.06409, 3.12581], [-1.90501, -0.27088, 4.32633], [-2.20327, 1.11437, 4.91575], [-1.08598, 1.87142, 5.22518], [-0.34681, 1.32644, 6.29798], [-3.08433, -0.99554, 3.90573], [0.09766, 0.24433, 3.38885], [-1.21455, 0.67823, 2.38633], [-0.93999, -0.97641, 2.52989], [-1.32270, -0.85403, 5.03974], [-2.91133, 0.99390, 5.73565], [-2.77331, 1.69624, 4.19147], [-0.92858, 1.29388, 7.21917], [0.58157, 1.86516, 6.48771], [-0.04571, 0.30295, 6.07460], [-2.79426, -1.79623, 3.36272], [-3.62348, -0.41439, 3.27989], [3.08307, -3.71692, -4.53530], [2.05174, -3.00476, -5.37812], [1.80593, -3.68378, -6.77780], [2.83192, -3.26632, -7.73421], [2.49453, -3.65787, -9.05538], [0.83089, -3.04259, -4.49032], [3.96910, -3.92498, -5.13510], [2.78276, -4.71945, -4.23061], [3.38464, -3.15713, -3.64998], [2.26705, -1.94254, -5.49404], [0.76186, -3.46896, -7.00556], [1.85465, -4.76075, -6.61698], [2.01207, -4.63012, -9.15571], [3.43084, -3.57364, -9.60705], [1.68280, -2.98329, -9.32766], [0.99642, -2.76390, -3.53374], [0.05757, -2.65365, -5.01070], [3.14625, -0.69712, -0.93604], [2.84018, 0.73533, -1.28139], [4.01376, 1.37634, -2.10394], [4.19548, 0.84843, -3.41010], [4.69496, 1.76838, -4.30754], [1.66184, 0.65541, -2.15848], [4.07737, -0.63905, -0.37234], [3.19662, -1.45196, -1.72075], [2.45758, -1.17252, -0.23760], [2.55145, 1.34180, -0.42295], [4.90975, 1.19893, -1.50910], [3.74803, 2.42482, -1.96916], [5.30740, 1.25780, -5.05073], [5.21631, 2.63881, -3.90923], [3.81810, 2.25572, -4.73381], [1.38496, 1.52868, -2.58373], [1.83385, 0.04188, -2.94212], [3.02523, -9.65784, 0.17646], [2.89404, -8.25820, 0.82233], [3.53231, -7.10215, -0.06564], [3.36817, -5.77278, 0.47275], [4.07516, -4.81470, -0.38946], [1.49417, -7.94305, 1.07616], [4.05044, -10.02653, 0.14324], [2.75563, -9.63538, -0.87943], [2.45717, -10.42865, 0.69729], [3.40362, -8.20516, 1.78443], [3.00635, -7.18304, -1.01691], [4.57698, -7.28919, -0.31420], [3.52382, -3.88386, -0.25659], [3.97279, -5.03499, -1.45205], [5.11261, -4.79512, -0.05568], [1.23698, -7.02218, 0.75068], [1.24586, -7.95874, 2.05504], [-0.19930, 3.99414, -1.61784], [-0.04742, 3.87105, -3.15428], [-0.25408, 5.36891, -3.76847], [-0.47629, 5.39915, -5.21222], [-1.65077, 4.66993, -5.61555], [1.23493, 3.31304, -3.49467], [0.33881, 4.87763, -1.27434], [0.02590, 3.08733, -1.05652], [-1.24197, 4.19991, -1.37576], [-0.78974, 3.18887, -3.56864], [0.57794, 6.03255, -3.53302], [-1.04821, 5.87412, -3.21872], [-2.55299, 4.81631, -5.02170], [-1.47882, 3.59474, -5.56549], [-1.87957, 4.94089, -6.64624], [1.16728, 3.50445, -4.48405], [1.83146, 4.06411, -3.17819], [-3.07974, 1.54911, -3.87565], [-4.36732, 1.30031, -3.07959], [-4.55590, 2.20955, -1.85193], [-3.47724, 2.16397, -0.93700], [-3.87005, 2.53445, 0.32314], [-5.48359, 1.38562, -4.05016], [-2.83493, 0.75589, -4.58203], [-2.19155, 1.50727, -3.24519], [-3.04467, 2.47490, -4.44992], [-4.36386, 0.31373, -2.61619], [-5.42034, 1.76092, -1.36246], [-4.75431, 3.26997, -2.00763], [-4.42835, 3.46028, 0.18437], [-2.93150, 2.68153, 0.85754], [-4.51551, 1.80331, 0.80988], [-5.55767, 2.30340, -4.46524], [-6.35045, 1.52044, -3.54968]],
  "atomic_forces_ev_per_a": [[-1.368, 1.611, 1.029], [-1.350, 0.592, -0.765], [-1.372, 2.338, -0.888], [3.082, -3.802, 1.015], [0.104, 0.014, -0.306], [0.035, -0.335, 0.122], [-0.199, -0.419, -0.084], [0.192, 0.236, -0.164], [-1.376, -1.170, 0.765], [-0.433, -0.523, 0.415], [2.191, -3.034, -1.217], [0.029, 2.559, 0.248], [-0.188, 0.053, 0.218], [-0.115, 0.345, 0.196], [0.426, 0.547, -0.231], [-0.144, 0.651, -0.264], [1.112, -0.393, -1.217], [1.145, 0.822, 1.938], [-0.818, -0.572, 0.136], [1.136, 0.541, -0.290], [-0.138, -0.944, -0.515], [-0.166, 0.286, -0.701], [-0.211, 0.086, 0.690], [0.049, -0.194, -0.480], [-0.037, 0.481, 0.540], [-0.010, 0.099, 0.225], [-0.483, 0.053, 0.278], [0.328, -0.399, -0.336], [-0.368, 0.001, -0.094], [-0.092, 0.569, -0.674], [-0.200, -0.140, 1.273], [-0.595, -0.038, -0.010], [-0.597, -0.186, -0.751], [-0.953, 0.311, 0.341], [0.646, -0.519, -0.972], [0.813, -0.143, -0.691], [-1.290, -0.290, 0.377], [0.657, 0.834, 0.281], [-0.698, 0.345, 0.839], [-0.119, 0.379, -0.232], [0.160, -0.029, -0.199], [-0.363, -0.157, 0.370], [0.569, 0.248, 0.197], [0.123, 0.011, 0.208], [-0.249, -0.297, 0.126], [0.182, -0.532, -0.471], [0.312, -0.500, -0.385], [0.374, 0.287, 0.215], [-0.064, 0.256, -0.143], [-0.136, -0.220, 0.078], [0.933, -0.317, 1.762], [-0.222, -1.625, -0.636], [-1.550, -0.040, 0.585], [1.792, 1.209, 0.156], [0.123, 0.513, -0.019], [-0.194, 1.227, -0.770], [-0.298, 0.310, 0.209], [-0.525, -0.099, -0.283], [0.377, -0.266, -0.677], [0.317, -0.070, 0.174], [0.445, -0.311, 0.418], [-0.109, 0.200, -0.047], [-0.386, 0.561, -0.284], [-0.118, -0.309, -0.329], [-0.683, -0.598, -0.472], [0.770, -0.910, 0.094], [-0.888, 0.260, -0.175], [-0.745, 1.137, -0.110], [0.355, -2.091, 0.716], [0.501, 1.377, -0.956], [0.106, -0.749, 0.641], [-0.345, 0.113, -0.894], [-0.136, -0.124, -0.439], [0.449, 0.621, 0.286], [-0.213, 0.386, -0.307], [0.247, -0.356, 0.367], [-0.157, 0.578, -0.215], [0.221, -0.459, 0.343], [-0.096, 0.040, -0.055], [-0.289, -0.005, 0.116], [-0.190, -0.233, 0.318], [0.083, -0.056, 0.057], [0.274, -0.023, -0.081], [-0.190, -0.162, 0.213], [1.578, -0.461, 1.777], [-2.240, -1.066, -1.145], [1.136, 1.848, 0.974], [0.410, -0.194, 1.197], [-0.450, -1.334, -0.604], [-0.258, 0.932, -1.128], [0.570, -0.278, -0.497], [-0.214, 0.907, -0.514], [0.130, -0.154, 0.220], [0.729, 0.144, 0.582], [-1.085, 0.109, -0.713], [0.301, 0.034, -0.158], [0.184, -0.061, 0.291], [-0.116, 0.801, 0.320], [0.358, -0.649, -0.190], [-1.125, 0.038, -0.478], [0.283, -0.426, 0.237], [-0.108, 0.996, 0.155], [0.689, -1.803, -0.795], [0.692, -1.641, 0.192], [1.617, 2.214, -1.513], [-0.554, -2.404, 1.235], [-0.216, 0.039, 0.138], [-0.544, 0.098, -0.171], [-0.275, -0.080, 0.456], [-0.311, 0.074, -0.410], [0.268, 0.242, 0.089], [-0.280, -0.033, 0.056], [-0.232, 0.706, 0.650], [0.263, 0.910, -1.237], [-0.140, -0.112, 0.689], [-0.406, 0.299, 0.612], [0.101, 0.128, -0.062], [-0.496, 0.405, -0.194], [-0.409, -0.091, -0.149], [1.780, 0.943, -1.459], [-1.524, -0.871, -0.465], [0.882, 0.232, 0.610], [0.211, -0.476, 0.031], [-0.100, 0.330, 0.679], [0.109, -0.344, 0.267], [-0.569, 0.364, 0.185], [0.520, -0.265, 0.125], [-0.405, -0.266, 0.255], [0.137, 0.032, 0.648], [0.101, 0.042, -0.367], [-0.197, 0.110, 0.128], [-0.243, 0.464, -0.300], [0.049, -0.174, 0.012], [-0.107, -0.219, -0.010], [-0.256, 0.057, -0.222], [1.309, -0.380, -0.752], [-0.933, -0.232, 1.277], [1.032, 0.630, 1.460], [-1.459, -0.910, 1.677], [-0.536, 0.704, 0.606], [0.270, -1.119, -2.186], [0.335, 0.360, 0.032], [-0.595, 0.095, 0.076], [-0.044, 0.114, -0.012], [0.672, -0.068, -0.536], [0.012, 0.386, -0.930], [0.115, -0.221, -0.184], [0.558, -0.535, 0.306], [-0.476, 0.016, -0.401], [0.271, 0.368, -0.928], [-0.228, 0.454, -0.368], [-0.297, 0.444, 0.896], [0.630, -0.494, 1.895], [-0.516, -1.176, -3.098], [-0.542, -0.330, 2.012], [-0.407, -0.504, 2.065], [-0.611, 1.171, -1.018], [-0.940, -0.011, 0.226], [0.340, -0.589, -0.125], [0.384, 0.603, -0.645], [-0.446, 0.463, 0.218], [0.504, -0.064, 0.131], [0.403, 0.183, -0.070], [0.456, 0.468, -1.153], [-0.127, 0.125, -0.034], [0.619, -0.382, 0.608], [-0.052, 0.014, -0.888], [0.358, 0.520, -0.105], [0.391, -0.106, -0.138], [0.754, 0.460, -0.214], [0.627, 1.155, -0.014], [-0.799, -0.874, 0.293], [0.557, -0.637, -1.232], [-1.234, -0.666, 1.131], [-0.658, 0.102, -0.280], [0.291, 0.213, 0.314], [-0.530, 0.082, 0.031], [-0.249, 0.331, 0.003], [0.362, -0.360, 0.037], [-0.243, 0.262, -0.365], [0.242, -0.160, 0.377], [0.461, 0.268, 0.285], [0.163, -0.450, -0.040], [0.020, 0.347, -0.277], [0.415, -0.238, -0.120], [0.171, -0.177, 0.060], [-0.924, 0.208, -0.759], [-1.322, 1.772, 1.104], [-0.537, -1.510, -0.252], [-0.507, -0.345, 1.435], [0.561, -0.131, -0.097], [-0.154, 0.975, -0.593], [0.388, -0.211, 0.245], [0.504, 0.159, -0.149], [-0.182, 0.051, -0.061], [-0.294, 0.260, 0.157], [0.597, -0.411, -0.395], [-0.730, -0.254, -0.231], [0.098, 0.618, 0.377], [0.220, -0.125, -0.211], [0.185, 0.066, 0.080], [0.980, -0.585, -0.854], [1.078, -0.131, 0.140], [0.805, -0.592, 0.371], [0.618, 1.178, -0.608], [-0.088, -0.368, 0.101], [0.469, -1.244, -1.939], [-0.033, 0.770, 0.562], [-0.572, 0.535, 0.873], [-0.620, -0.202, -0.193], [-0.122, 0.320, 0.426], [-0.393, 0.162, 0.234], [0.124, -0.238, -0.411], [-0.444, 0.210, 0.242], [-0.236, 0.159, -0.662], [-0.061, 0.413, 0.724], [-0.319, 0.139, 0.536], [0.074, -0.138, 0.156], [1.208, 0.434, -0.700], [-0.606, -1.140, 0.670]],
  "lowdin_charge": [-0.77, 0.01, 0.16, 0.16, 0.03, 0.08, 0.05, 0.12, -0.72, -0.01, 0.21, 0.20, 0.08, 0.06, 0.07, 0.06, -0.05, -0.45, -0.20, -0.18, -0.07, 0.04, 0.06, 0.06, 0.09, 0.13, 0.12, 0.10, 0.09, 0.06, 0.07, 0.07, 0.06, -0.06, -0.39, -0.21, -0.19, -0.07, 0.02, 0.07, 0.06, 0.07, 0.13, 0.12, 0.11, 0.08, 0.07, 0.08, 0.06, 0.07, -0.04, -0.43, -0.16, -0.17, -0.10, 0.03, 0.04, 0.08, 0.08, 0.11, 0.11, 0.12, 0.07, 0.06, 0.08, 0.07, 0.01, -0.04, -0.40, -0.16, -0.22, -0.10, 0.04, 0.08, 0.04, 0.07, 0.12, 0.12, 0.11, 0.07, 0.08, 0.06, 0.05, 0.07, -0.06, -0.40, -0.14, -0.23, -0.11, 0.03, 0.08, 0.08, 0.07, 0.12, 0.10, 0.10, 0.08, 0.07, 0.09, 0.03, 0.09, -0.06, -0.35, -0.15, -0.20, -0.18, 0.02, 0.07, 0.06, 0.07, 0.12, 0.12, 0.12, 0.08, 0.07, 0.06, 0.06, 0.07, -0.03, -0.41, -0.23, -0.20, -0.09, 0.07, 0.06, 0.07, 0.05, 0.12, 0.13, 0.11, 0.09, 0.08, 0.07, 0.04, 0.06, -0.08, -0.38, -0.16, -0.19, -0.12, 0.03, 0.08, 0.08, 0.06, 0.13, 0.11, 0.12, 0.08, 0.09, 0.08, 0.04, 0.06, -0.07, -0.35, -0.19, -0.16, -0.13, 0.01, 0.08, 0.07, 0.06, 0.13, 0.11, 0.11, 0.09, 0.08, 0.08, 0.03, 0.08, -0.07, -0.40, -0.18, -0.23, -0.06, 0.04, 0.07, 0.07, 0.07, 0.13, 0.11, 0.12, 0.07, 0.07, 0.10, 0.01, 0.07, -0.05, -0.40, -0.14, -0.19, -0.11, 0.05, 0.07, 0.06, 0.07, 0.10, 0.12, 0.11, 0.08, 0.06, 0.09, 0.08, 0.08, -0.04, -0.38, -0.17, -0.23, -0.12, 0.05, 0.07, 0.06, 0.06, 0.11, 0.12, 0.13, 0.08, 0.10, 0.07, 0.07, 0.08],
  "e_homo_ev": -8.62,
  "relative_energy_ev": 3.1534
}